No. 1
61
Properties=species:S:1:pos:R:3:forces:R:3 method="wB97M-V/def2-TZVPD" spin_multiplicity=1 homo_energy_ev=-17.1 total_energy_ha=-2477.5229 de_lowest_kcal_mol=0.0 charge=+3
Hf -0.06887 0.28620 0.18832 -1.0 -0.2 -0.2
C 1.85375 -0.48039 4.19113 0.0 0.0 -0.1
C 1.21882 0.14600 3.12205 0.0 0.0 0.1
N 0.74142 -0.52552 2.07688 0.1 -0.1 0.0
C 0.87086 -1.88995 2.03431 0.1 -0.1 0.0
C 1.53447 -2.58369 3.05213 -0.1 0.0 0.0
C 2.02045 -1.84222 4.14869 0.0 0.0 0.0
C 1.70046 -4.00464 2.96397 0.0 0.0 0.0
C 1.23478 -4.68603 1.89701 0.0 0.0 0.0
C 0.56079 -4.00273 0.83371 -0.2 0.0 0.0
C 0.06900 -4.68205 -0.30002 0.0 0.0 0.0
C -0.55441 -3.98535 -1.30440 0.0 0.1 0.0
C -0.67938 -2.60044 -1.18232 0.0 -0.1 0.0
N -0.24361 -1.93600 -0.12061 0.2 0.1 0.0
C 0.36513 -2.61823 0.89827 0.2 0.0 0.0
H 2.21602 0.11211 5.01848 0.0 0.0 0.0
H 1.10274 1.22407 3.10478 0.0 0.0 0.0
H 2.52994 -2.35926 4.95249 0.0 0.0 0.0
H 2.21167 -4.51321 3.77030 0.0 0.0 0.0
H 1.36378 -5.75748 1.82230 0.0 0.0 0.0
H 0.19655 -5.75512 -0.37213 0.0 0.0 0.0
H -0.93252 -4.47836 -2.18811 0.0 0.0 0.0
H -1.13750 -2.02195 -1.97827 0.0 0.0 0.0
C -4.79617 -1.84095 0.39328 0.0 0.1 0.0
N -4.34605 -0.57215 -0.19038 0.0 0.0 0.0
C -4.97470 0.06782 -1.24486 0.0 0.0 0.0
C -4.31610 1.21589 -1.47674 0.0 -0.1 -0.1
N -3.26949 1.27835 -0.55826 -0.1 0.0 0.1
C -3.32083 0.16698 0.23997 0.1 -0.1 0.0
S -2.26838 -0.25204 1.53722 0.2 0.1 -0.1
C -2.55163 2.46265 -0.24464 0.0 0.0 0.0
C -3.10782 3.70342 -0.50058 0.1 0.0 0.1
C -2.36933 4.83723 -0.19051 0.0 0.0 0.0
C -1.13523 4.69413 0.43318 -0.4 -0.1 0.1
C -0.70555 3.41604 0.70755 0.6 0.2 0.1
N -1.35177 2.30218 0.32236 0.2 0.0 -0.1
H -5.28180 -2.41925 -0.38731 0.0 0.0 0.0
H -5.49574 -1.63851 1.20152 0.0 0.0 0.0
H -3.93244 -2.37780 0.77600 0.0 0.0 0.0
H -5.82603 -0.36743 -1.73899 0.0 0.0 0.0
H -4.46527 1.97338 -2.22480 0.0 0.0 0.0
H -4.10173 3.78858 -0.91473 0.0 0.0 0.0
H -2.77372 5.81656 -0.40928 0.0 0.0 0.0
H -0.53915 5.54396 0.73108 0.0 0.0 0.0
H 0.23661 3.26676 1.21949 0.0 0.0 -0.1
O 3.77817 0.46499 0.97993 -0.1 0.0 0.1
S 2.90381 0.57168 -0.12451 0.1 -0.1 -0.2
O 2.03492 -0.61421 -0.45404 0.1 0.1 0.4
N 1.64125 1.64736 -0.03311 0.1 0.4 -0.3
C 1.35070 1.77982 -1.39791 0.1 -0.1 0.4
O 0.18886 1.45773 -1.74453 -0.1 -0.1 0.1
C 2.54522 1.90704 -2.23918 -0.1 0.0 -0.1
C 2.74722 2.45522 -3.49029 0.1 0.0 0.0
C 4.02532 2.33863 -4.03932 0.0 0.0 0.0
C 5.04697 1.67027 -3.37543 0.0 0.0 0.0
C 4.83740 1.07642 -2.12706 0.0 0.0 -0.1
C 3.58285 1.22840 -1.58999 0.1 0.0 0.0
H 1.96456 2.98477 -4.01537 0.0 0.0 0.0
H 4.22646 2.78273 -5.00481 0.0 0.0 0.0
H 6.02288 1.60374 -3.83668 0.0 0.0 0.0
H 5.62140 0.53389 -1.61723 0.0 0.0 0.0

=====

No. 2
57
Properties=species:S:1:pos:R:3:forces:R:3 method="wB97M-V/def2-TZVPD" spin_multiplicity=1 homo_energy_ev="-8.4 / -8.4" total_energy_ha=-1669.6238 de_lowest_kcal_mol=0.8 charge=0
Ir -0.97704 0.61960 0.81139 1.8 -0.3 -0.4
O -1.23054 2.56058 0.95081 0.4 0.7 -0.6
C -0.99324 3.26538 2.02706 -0.1 -0.5 0.3
C -0.66796 4.62523 1.87429 -0.2 0.2 -0.1
C -0.52148 5.44624 2.96146 0.0 -0.2 -0.1
C -0.71837 4.93880 4.25594 0.0 0.1 0.2
C -0.98479 3.61058 4.43255 0.1 -0.1 0.1
C -1.07217 2.71485 3.34153 0.1 0.4 -0.4
C -1.18627 1.32795 3.61044 0.1 -0.1 0.3
N -1.21841 0.38244 2.72180 0.5 0.2 -0.9
N -1.20420 -0.91877 3.14521 0.0 -0.6 0.8
C -1.17035 -1.76651 2.15529 -0.2 0.9 -0.4
O -1.21843 -1.37128 0.90917 0.4 -0.7 -0.1
C -1.06549 -3.21015 2.41391 0.1 -0.3 0.0
C -0.81416 -3.69189 3.69736 0.0 0.1 -0.1
C -0.58593 -5.04257 3.89479 0.0 0.0 0.0
C -0.61375 -5.91993 2.81916 0.0 0.0 0.0
C -0.91364 -5.45105 1.54777 0.0 -0.1 0.0
C -1.14038 -4.10017 1.34393 0.0 0.1 0.0
H -0.55757 4.99143 0.86223 0.0 0.0 0.0
H -0.25726 6.48479 2.81241 0.0 0.0 0.0
H -0.64459 5.59522 5.11211 0.0 0.0 0.0
H -1.13247 3.22023 5.43286 0.1 0.0 0.0
H -1.15219 0.98341 4.63956 -0.3 0.0 0.0
H -0.77623 -2.98572 4.51516 0.0 0.0 0.0
H -0.37255 -5.41577 4.88794 0.0 0.0 0.0
H -0.39441 -6.96861 2.97333 -0.1 0.0 0.0
H -0.95773 -6.14225 0.71618 0.0 0.0 0.0
H -1.35964 -3.71242 0.35864 0.0 0.0 0.0
O -0.74125 0.47279 -1.37463 -0.8 0.2 0.3
C 0.58593 0.30630 -1.91766 1.6 -0.1 1.0
C 1.64599 0.27758 -0.71786 -1.5 -0.3 -1.8
O 2.79155 0.07182 -1.03430 0.2 0.1 0.9
O 1.14044 0.50237 0.44285 -1.4 0.0 1.6
C 0.98969 1.53338 -2.69541 -0.3 0.2 -0.4
C 2.10444 1.48298 -3.53012 -0.1 0.0 0.0
C 2.55095 2.63046 -4.16388 0.0 0.0 0.0
C 1.89141 3.83762 -3.97366 0.0 0.0 0.0
C 0.77141 3.88684 -3.15961 0.0 0.0 0.0
C 0.32449 2.74175 -2.51391 0.0 -0.1 0.0
C 0.63284 -1.01623 -2.64774 -0.4 0.0 -0.3
C 0.11140 -1.08935 -3.93921 -0.1 0.0 0.1
C -0.04595 -2.31674 -4.56561 0.0 0.0 0.0
C 0.32722 -3.48294 -3.91283 0.1 0.0 0.0
C 0.86933 -3.41413 -2.63731 0.0 0.0 0.0
C 1.01590 -2.18903 -2.00286 0.0 0.0 0.0
H -1.23433 -0.33898 -1.55764 0.0 0.0 -0.1
H 2.62691 0.54484 -3.65685 0.0 0.0 0.0
H 3.42755 2.58616 -4.79731 0.0 0.0 0.0
H 2.25266 4.73531 -4.45874 0.0 0.0 0.0
H 0.25038 4.82494 -3.01509 0.0 0.0 0.0
H -0.53907 2.78746 -1.86352 0.0 0.0 0.0
H -0.18729 -0.17809 -4.44377 0.0 0.0 0.0
H -0.46922 -2.35971 -5.56097 0.0 0.0 0.0
H 0.20797 -4.44111 -4.40187 0.0 0.0 0.0
H 1.17494 -4.31634 -2.12307 0.0 0.0 0.0
H 1.42501 -2.14963 -1.00172 0.0 0.0 0.0

=====

no.,F_max (hartree/bohr)
1,0.020
2,0.046